108
Properties=species:S:1:pos:R:3 method="wB97M-V/def2-TZVPD" relative_energy_kcal_mol=481.4 e_tot_ev=-56496.1306 total_charge=0 orbital_gap_ev=7.2 e_lumo_ev=0.14
N -4.6720 4.4227 2.5369
H -1.5391 -2.6286 -1.6793
C 3.3079 -0.2095 -3.1538
H 2.4910 -1.3030 0.6251
O 4.9394 0.9512 2.4157
C 0.3765 0.4665 2.7420
H 4.9574 -2.5288 -1.7578
H 2.4213 3.6024 -2.2912
C 3.9507 0.0048 2.6625
H 0.3242 -4.3775 2.4709
H 5.2869 -1.3482 1.6011
C 2.7488 -4.9749 -1.6731
N -0.8401 -1.6403 0.7394
H 2.9214 0.3489 2.5608
C -0.6737 -3.9443 2.4031
O 3.8535 -0.6221 0.2949
C 0.6883 -1.1050 -1.2176
H -1.3518 -0.8214 1.0358
C -0.9874 2.5033 1.6539
H 3.7882 -2.0511 1.9257
H 1.7408 -2.7157 -2.2829
C 4.2228 -1.1132 1.5798
H 0.8770 -2.1527 -1.4517
H -0.9339 1.4385 -2.6984
H 0.0686 -0.4585 3.2296
C -2.4842 -0.8961 -2.5094
H -0.0392 2.6517 -3.5625
C -1.1922 4.3958 3.1522
C 0.5815 3.4820 -3.2256
H -4.5254 1.0140 2.8251
H -1.7677 3.8531 3.9022
H -3.5523 0.3409 -3.4345
H -3.6537 1.2668 -1.1731
H 3.1928 -1.0633 -1.1741
H 0.1127 3.8892 -2.3297
H 4.2935 0.1329 -3.4694
H -2.1393 0.4720 -0.6063
O -3.0514 1.6535 0.7637
H 0.4431 0.0021 0.5024
H 2.1634 1.9459 -4.5180
C -2.4679 -2.0910 -1.4885
H -2.0788 2.1305 -1.0624
C -5.0035 1.9813 2.9795
H -1.7139 -0.7330 2.1278
H 1.3351 3.8962 -4.8573
H -2.0788 -1.1511 -3.4886
C -0.4639 0.8987 -1.8763
O -3.7646 -0.3951 -2.8558
H -3.1193 3.1043 2.9226
C 2.8157 -2.7098 -2.4638
O 0.8537 4.4203 -4.2130
H -1.1841 -4.5193 3.1758
H -2.2660 -3.6244 1.1961
H -4.7870 2.8853 0.3142
H -0.9195 1.0145 -0.8929
C -4.0925 3.0895 2.4318
H -0.6585 5.1336 3.7513
H -2.4750 0.2719 1.2680
H 5.2717 -1.7255 -3.1021
C 0.4192 -1.0690 0.3017
H 1.6246 -2.8251 0.9859
C -3.8448 2.8289 0.8593
H -1.8702 4.9421 2.4965
H 1.6237 -0.5506 -1.2939
C -1.3776 -4.2257 1.0026
H -1.6108 -5.2837 1.1228
O -0.6452 -2.5237 2.7821
C -2.7315 1.3871 -0.6046
O -2.6722 -1.6467 -0.1775
H 2.0302 -4.9111 -2.4902
H 2.1815 -5.1122 -0.7526
H 0.9584 1.2378 3.2464
H -3.2601 3.6724 0.4921
N 4.9568 -1.5984 -2.1509
N -1.5211 0.0087 1.4700
H -5.9535 1.9953 2.4453
C 1.5905 -1.7380 1.0587
H 2.8465 0.6478 -2.6636
O 2.7482 2.5219 -4.0202
O -0.4129 -3.7464 0.0390
H -1.9104 2.9484 1.2825
H 2.8970 -2.9893 -3.5142
H -5.2832 2.1467 4.0199
H 2.5409 -0.5412 -3.8536
H 3.4978 -5.7664 -1.6978
H 1.0040 0.2191 1.8858
H -0.3399 -2.7955 0.1485
H -3.1768 -2.8897 -1.7067
H -1.4287 -1.8866 -0.0435
H -4.1075 5.0715 2.0073
H 1.7536 1.8973 -2.3059
H -0.7030 -1.9528 2.0124
H -3.5025 -2.0732 0.0470
C 1.9338 2.8149 -2.8659
O -0.3255 -0.5426 -2.0914
H 4.1424 -0.3744 3.6663
O 3.4693 -3.7785 -1.7352
H 4.4948 -0.8141 -0.3932
H -0.4714 2.3111 0.7131
H -1.6421 1.0705 3.1864
H -2.0028 0.0317 -2.2005
O -0.2903 3.5998 2.4089
H 1.4745 -1.4628 2.1070
C 3.5369 -1.3542 -2.1666
H -4.5914 4.7636 3.4842
H 4.8049 1.3286 1.5433
C -0.9739 1.0482 2.3255
H 0.5684 1.1971 -1.6933


15
Properties=species:S:1:pos:R:3 method="wB97M-V/def2-TZVPD" relative_energy_kcal_mol=69.4 e_tot_ev=-10880.6065 total_charge=0 smiles="C=CC(=O)NCC=O" orbital_gap_ev=9.5 e_lumo_ev=0.50
C -2.0243 0.7091 0.0398
C -2.2827 1.1659 -1.1721
H -3.2638 1.5603 -1.2776
H 2.0277 -1.1925 -0.9997
H 1.6396 0.5358 -1.0445
H -2.8651 0.6650 0.8294
O 2.5044 0.6559 1.5769
C 2.5300 -0.2223 0.8376
H 3.2326 -1.1759 0.9804
C 1.6420 -0.3430 -0.4549
H -1.7118 1.1074 -2.1073
H 0.5196 -1.4967 0.5902
O -1.3139 -0.9917 1.5069
C -0.9972 -0.2756 0.6173
N 0.3629 -0.7018 0.0776


57
Properties=species:S:1:pos:R:3 method="wB97M-V/def2-TZVPD" e_tot_ev=-98241.9885 total_charge=0 orbital_gap_ev=6.9 e_lumo_ev=-1.88
O 1.4082 1.6361 -2.7285
H 0.6980 -0.6135 -6.2386
O 2.2523 -0.4555 -7.6170
H -0.9820 1.4046 -1.0394
C -0.4347 -1.6079 6.1380
H -4.6643 0.5800 3.5492
O -4.5654 -0.7379 1.0350
O 3.8528 -2.1848 -6.8191
C -1.3268 -0.9522 3.6153
H -2.1899 2.8332 5.1727
H 1.8868 0.8138 -4.5099
H -3.8814 3.2639 4.3789
H 3.5104 -3.1254 -9.5117
C -0.3400 -1.7029 4.5759
H 2.8109 -0.6426 -4.9047
H 3.5471 0.1253 -2.7111
H -1.8025 1.0105 1.3842
S -0.3128 -1.7232 8.5957
H 4.2408 -0.2092 0.2655
C -2.5436 -0.0615 4.1419
I -5.0476 -0.3615 7.8474
C 2.4294 0.2991 -5.3079
C 4.4092 0.2219 -0.7247
C -4.1122 2.2412 6.3409
H -0.5939 -0.1134 -1.8969
S 1.3286 1.1527 -1.3723
H 5.4411 0.0279 -1.0263
C -1.6403 -0.7094 6.6165
H -4.4187 -1.6650 1.3558
N 0.4214 -2.2524 7.1317
H 3.8987 -1.3827 -9.5309
C -3.2632 3.1760 5.3580
H -1.1037 -1.0948 2.4956
H -3.2369 4.2354 5.8089
C -3.5723 0.6736 3.1660
C 1.5244 0.0542 -6.4998
H 3.2950 0.9018 -5.5959
B -3.5755 0.1253 1.6331
H 2.2426 -1.9413 -9.9404
H 3.6577 -1.4192 -1.8755
N -1.5879 -0.7376 8.0608
O 2.0896 -0.2725 -1.2769
C 3.4381 -0.3577 -1.7358
H 4.2815 1.3031 -0.6322
H 1.0844 1.0034 -6.8160
O 1.4883 -2.8175 -7.4072
O 1.7226 1.9647 -0.2509
O -2.4386 0.5199 0.7980
H -3.2576 1.7909 3.1113
C -3.8339 0.8502 6.4548
C -2.6908 0.0560 5.6906
S 2.6683 -2.0191 -7.6194
I -5.6971 3.1969 7.5232
H -0.3245 0.0191 -0.1285
C -0.3097 0.5482 -1.0793
C 3.1249 -2.1224 -9.3277
Cl 0.9946 -2.7457 3.8795


73
Properties=species:S:1:pos:R:3 method="wB97M-V/def2-TZVPD" e_tot_ev=-340319.3123 total_charge=+1 orbital_gap_ev=6.5 e_lumo_ev=-5.27
Cl -2.2523 1.8618 -2.0574
N 0.8946 -2.5666 -2.8400
H -1.4533 -3.7591 -0.3144
H -4.0871 -1.9695 0.0168
H -3.8658 -2.9161 -1.6777
Cl -3.3753 3.0868 0.3347
C 1.4788 -3.3952 -0.5850
Cl 4.1699 -0.7478 7.4146
O 5.1633 -1.9280 -0.5006
H 4.7480 -2.8582 6.5388
H -1.7256 -3.5290 -2.1924
Cl 0.2102 -0.6876 5.7760
Cl -2.9712 8.3418 -1.7550
Cl 3.1838 -2.0207 4.9874
Cl -2.9394 6.5391 0.5326
H 5.0708 0.1751 -0.8609
C 1.5119 -2.5295 1.6542
O 1.3911 -4.7497 -1.1556
C -1.2704 -3.0110 -1.2232
Cl -1.8563 5.6646 -2.0259
H 3.0326 -2.3296 -3.5755
C 4.2416 -2.9442 -1.1124
H -0.2113 -0.0681 8.0106
H 6.5262 -0.6924 -1.7073
Cl -2.5383 0.8507 3.5942
C -0.4563 0.3638 7.0369
C 3.8168 -2.2918 6.6201
O 3.0114 -5.9394 -1.6434
H 4.7289 -0.8738 -2.4230
Cl -1.0732 5.3000 -5.4197
C -0.4016 6.8912 -5.8155
H -4.3602 1.5153 4.9335
Cl 2.6696 -3.2387 7.5828
Cl 0.2654 1.9795 6.9454
N 1.2565 -3.6518 0.8873
H 0.4705 -1.4958 -1.0856
C -2.0865 7.0430 -0.9365
H -4.2262 -0.9748 -1.6173
H -1.7360 -0.8793 -1.9313
I -1.7049 -0.5656 0.8649
C 0.2967 -2.6034 -1.4514
H 5.4380 -4.8644 3.7848
C -3.4591 2.9991 -1.4331
Cl -5.0856 2.5296 -1.9563
C -4.1488 1.5397 3.8615
O 1.6276 -1.3553 2.3136
H 4.4094 -3.9292 -0.4840
C -7.3928 3.7566 -5.5157
Cl -5.3824 0.5797 3.0271
C 2.2786 -2.4126 -2.6841
Cl -8.0644 2.1653 -5.1199
Cl -4.2015 3.2261 3.3202
Cl 1.3181 6.9629 -5.3946
Cl -5.6731 3.8282 -5.0948
Cl 7.7564 -5.2846 3.7257
Cl 6.1958 -3.5542 1.9781
H -7.4905 3.9133 -6.5930
C 2.7017 -2.3902 -1.0653
C 5.3752 -0.8172 -1.4470
Cl 6.3744 -2.9686 4.8258
C -2.0991 -1.5779 -1.0349
C -3.7058 -1.9071 -1.1070
H -1.1027 7.4237 -0.6502
Cl -1.3001 8.1706 -4.9815
H 0.3566 -2.6381 -3.7404
H 4.5700 -3.1929 -2.2200
H -0.4993 7.0479 -6.8928
Cl -2.2200 0.4615 6.8973
C 6.3233 -4.2497 3.6028
H -3.2398 3.9904 -1.8379
N 2.3440 -5.5690 -0.6736
H 2.7396 -1.3158 -0.5529
Cl -8.2912 5.0359 -4.6817


150
Properties=species:S:1:pos:R:3 method="wB97M-V/def2-TZVPD" e_tot_ev=-412598.3174 total_charge=+1 orbital_gap_ev=7.6 e_lumo_ev=-3.80
H 0.8399 -2.2152 -2.8900
H 4.8648 -0.4895 7.5384
C 11.2298 -0.3258 1.1432
Cl 1.3879 -3.7515 1.6173
H 2.4810 -0.2293 -8.4356
H 5.6465 4.0627 3.4777
C -2.0993 4.8562 -0.0014
H 1.1777 -0.5446 2.5505
H 0.4507 -1.6482 -9.0164
H 4.7855 -0.8299 5.6692
C 8.2864 -0.4791 6.4315
H 9.2489 -0.6555 6.9144
Cl 0.6039 0.8328 -7.5193
Cl -9.9081 -2.9124 4.1564
Cl -4.3685 -2.6346 1.3638
H 6.4968 2.8154 2.5575
C 4.9128 -0.6886 0.2378
H 3.3470 0.6164 -0.4981
H 1.7987 -2.5700 -8.3393
H -2.1088 -1.3349 -2.9739
N 1.5920 3.7814 3.0071
Cl -9.3721 4.0695 -2.5641
Cl 13.5763 -0.5782 -0.2487
H -5.5717 0.7604 0.5154
H 3.0826 3.3697 5.3411
H -12.5924 3.0307 -4.0559
H 13.1324 0.4649 1.8212
H 5.2412 5.3370 1.3121
H -7.9968 1.3420 -3.8426
H 4.2303 -0.2632 -1.7520
H -7.6728 2.2253 -2.3461
C 1.0219 4.5601 1.9207
C 0.2165 -0.0263 2.2206
H -2.6476 -0.4176 4.0437
H -7.7412 -2.8406 2.2297
Cl 9.4595 -1.2736 4.0847
H -3.8702 4.9538 -8.0755
H 3.6609 -4.1009 2.1471
H 0.0467 -1.5308 -4.3132
H 2.8941 -5.5388 1.4619
Cl -4.7629 2.3868 -2.3574
Cl 3.9924 -4.3683 -0.9684
C 3.9902 -5.6290 -2.2278
H 12.9884 -1.2957 1.9031
H -4.6017 2.6273 -8.0003
H 5.3138 -1.6881 0.0611
C 1.3634 2.3487 3.1556
C 4.1248 1.2410 6.3790
Cl 4.1652 2.7863 2.1828
H 2.2610 -0.6523 -6.7326
C -0.4989 4.7632 -0.2891
Cl -5.7279 6.0473 -7.1575
Cl -6.4083 2.7637 -6.5128
C 1.0537 -1.8025 -8.1201
C -0.1695 2.3442 0.9984
C 2.5368 -5.2965 3.5657
C 12.7335 -0.4140 1.3119
H -0.2726 -2.5839 3.3716
Cl -7.1500 -0.0694 -2.1772
H 10.8446 -1.1511 0.5419
H 1.2374 5.6714 1.8040
H 7.4894 -0.0300 4.4653
H 8.9517 0.8658 4.8957
I -2.6731 4.8551 2.1263
H 4.3461 -5.8643 -4.3325
C 4.2537 -0.3583 6.5702
C -11.8676 3.1724 -3.2518
H 3.0370 1.1129 3.8925
O -2.9596 4.9048 -0.8924
H -6.2227 -4.3664 -3.5870
C 6.0586 4.6261 1.4459
C -5.0173 -0.1669 0.3587
Cl 7.2892 -1.9411 6.6364
H 3.3395 -5.9922 3.8181
H -8.5414 -2.1718 0.8008
H -4.1050 4.5224 -6.3766
O 2.8848 1.8212 6.7841
C 8.4528 -0.1024 4.9730
H 5.1158 -4.4298 -3.6422
C -4.6151 4.6676 -7.3305
H -5.4915 1.1369 -4.2275
C -9.8971 -2.6601 2.3937
Cl -1.3224 -2.3156 -0.9733
Cl 2.8430 -4.0733 -4.1710
C 0.1114 3.8611 0.8934
H 1.3409 0.7129 4.6706
H -10.6884 -1.9502 2.1475
C 0.4939 1.5418 2.1714
Cl 6.4156 3.8892 -0.1353
H 3.0416 -6.1653 -2.1690
C 1.7447 -0.5252 -7.6858
Cl -3.4807 -5.1142 -3.0027
C -5.3310 3.4086 -7.7775
H -6.5525 -3.1636 -2.3330
C -4.6838 -4.1902 -2.0676
H 10.7447 -0.3615 2.1206
C 4.2214 -5.0543 -3.6113
C -10.5380 3.6122 -3.8311
H 0.0030 -0.3526 1.1312
N -2.1179 0.1358 3.3428
C -8.5475 -2.1858 1.8928
C -1.3155 -2.0458 -2.7348
H -4.5361 -0.5387 2.4404
H -1.5621 -3.0001 -3.2046
H -0.0589 5.8256 -0.1744
H -0.2633 4.3473 -1.3266
H -10.1453 -3.6192 1.9349
C 2.7675 -4.7272 2.1802
H 4.7918 -6.3274 -1.9787
Cl 2.5438 -1.5763 -0.7981
H -4.1568 -3.4138 -1.5104
C 0.0318 -1.5609 -3.2225
H 3.1987 -0.8137 6.6795
H -10.6807 4.4921 -4.4613
H 1.5891 -5.8341 3.6262
Cl -5.1486 -2.3068 -4.0014
H -1.6532 -2.2347 4.5188
C -0.6724 -1.7950 4.1010
C -0.9555 -0.4619 3.2143
Cl -0.0050 -2.4592 -6.8472
C -5.9416 1.9225 -3.6182
H -5.4546 -0.6839 -0.4925
C 5.7273 3.5869 2.4982
H -10.0860 2.8272 -4.4401
H -6.0874 2.8016 -4.2483
C 3.8159 -0.3383 -0.7445
H 1.3724 3.0155 5.8845
H 7.7797 0.3271 6.9657
H 5.7320 0.0277 0.1464
Cl 4.3381 -0.6135 1.9237
Cl -11.7424 1.6191 -2.3891
Cl 10.7272 1.2011 0.3739
H -6.1084 -1.1596 1.9168
O 5.0845 1.8875 5.8791
H -5.1265 -4.8833 -1.3494
H -12.2685 3.9142 -2.5591
C -5.0685 -1.0133 1.6140
Cl -3.3548 0.2939 -0.0733
Cl -8.1755 -0.5282 2.4317
Cl 2.5366 -4.0306 4.8207
C -5.7676 -3.6048 -2.9514
H -5.9273 3.5825 -8.6746
Cl 0.3815 0.0887 -2.6505
H -0.8412 1.8108 0.2512
C 2.0733 1.5430 4.3663
C -7.2717 1.4836 -3.0381
H 0.0725 -1.5719 4.9493
H 2.1907 4.3197 3.6584
H 6.9488 5.1833 1.7442
C 2.3697 2.5012 5.6137


89
Properties=species:S:1:pos:R:3 method="wB97M-V/def2-TZVPD" relative_energy_kcal_mol=0.0 e_tot_ev=-86334.4806 total_charge=+2 orbital_gap_ev=7.1 e_lumo_ev=-6.73
C -2.8582 2.0742 -2.5720
H -0.4710 -4.0897 4.0935
H 1.1846 4.2832 0.3820
C -1.0901 -4.1002 3.1977
H -0.6960 -4.7723 -2.5519
H -0.5032 4.3636 -2.9264
H 2.2997 -0.1177 -3.4970
H 5.7518 1.0997 6.0286
H 3.7403 4.4299 -3.7271
H -2.1828 4.8790 -0.7284
C -3.6595 -3.8421 -3.9656
P -0.7850 -2.5556 -0.5663
C -3.1574 -4.6416 2.0654
H -3.2072 -1.3765 -1.6390
H 1.1246 5.5213 2.5263
C -2.5023 -4.5881 -3.7220
H 3.8090 -2.7014 -2.3593
H 5.4330 2.0629 3.7383
C 0.7951 -3.4365 -0.9216
C -3.0177 -2.2831 -2.2191
H -2.4799 1.0641 -2.7525
C 1.0742 -4.7385 -0.4768
H -2.7086 2.6296 1.2338
H 2.2940 -1.4227 5.4907
H -4.8040 -2.0914 -3.4130
H -2.7991 -4.9919 4.1677
O 0.7831 -1.1771 2.8957
C -1.6035 -4.1926 -2.7257
P -0.7016 2.2648 -0.7995
H -2.7438 3.8218 3.4086
H 4.2549 -0.6593 6.8631
H 1.6066 -0.1663 -3.7944
C 0.2933 4.8700 2.2564
C 1.9782 2.4051 -1.6275
C 2.8795 4.0050 -3.2066
H -2.2936 -5.4840 -4.3094
C 1.5914 4.5076 -3.4339
Y 0.6277 -0.1435 -0.0079
C 2.7086 0.0158 3.9018
C -1.8707 -3.0573 -1.9443
C 0.4982 3.9751 -2.7389
C 0.6853 2.9497 -1.8005
C -1.3893 -3.5143 0.8591
C -1.8557 3.2438 1.5346
H 0.4324 -3.2038 1.9866
C 4.0479 -0.2120 5.8875
C 1.7733 -2.7238 -1.6504
H -0.7985 5.2334 4.0848
C -2.3871 -4.6147 3.2313
C -2.6694 -4.0909 0.8772
C 2.9458 -0.6220 5.1346
O -2.3793 -0.0027 1.7167
H 4.0611 2.5399 -2.1240
H 1.4460 5.3184 -4.1485
H 2.5647 -6.2913 -0.3040
C -0.7957 4.7268 3.1216
H 0.3095 -5.3218 0.0430
S 3.1810 1.4859 1.7800
H -4.1535 -5.0851 2.0725
C -0.7339 3.3342 0.6936
H -4.4933 1.8937 -3.9643
C 3.6258 0.9271 3.3983
C 1.6777 -0.3031 2.9100
O 4.0178 0.9750 0.7198
C 4.9175 0.7769 5.4077
H -3.2735 -4.1053 -0.0327
H 4.3379 -4.9677 -1.4616
C -2.6809 4.2106 -1.4346
O 2.7251 2.8538 1.7430
H 1.5291 -1.7576 -2.1241
C 4.7375 1.3337 4.1389
N 1.8287 0.4897 1.8011
C -3.9074 -2.6829 -3.2184
C 3.0448 -3.2733 -1.8254
C 2.3469 -5.2862 -0.6712
H -4.1708 5.6821 -1.9280
H 2.1929 1.5397 -0.9685
C -3.9869 2.5421 -3.2493
C -1.4271 -0.0091 1.0534
C -1.8788 3.9214 2.7493
C -4.4683 3.8380 -3.0246
C 0.3295 4.1743 1.0513
C -3.8123 4.6692 -2.1152
H -5.3472 4.1997 -3.5599
C -0.5862 -3.5898 2.0074
C -2.1943 2.9062 -1.6479
H -4.3639 -4.1567 -4.7390
C 3.0640 2.9527 -2.3070
C 3.3382 -4.5472 -1.3281